{"formula": "C59H52BrI2KN4O2", "method": "wB97M-V/def2-TZVPD", "symbols": ["K", "C", "C", "C", "C", "C", "C", "C", "C", "C", "C", "C", "N", "C", "C", "C", "C", "C", "C", "C", "C", "C", "C", "C", "C", "C", "N", "C", "C", "C", "C", "C", "C", "C", "C", "C", "C", "C", "C", "N", "C", "C", "N", "C", "C", "C", "C", "C", "C", "H", "H", "H", "H", "H", "H", "H", "H", "H", "H", "H", "H", "H", "H", "H", "H", "H", "H", "H", "H", "H", "H", "H", "H", "H", "H", "H", "H", "I", "C", "I", "H", "H", "C", "C", "C", "C", "C", "C", "C", "Br", "C", "O", "C", "C", "C", "C", "C", "C", "H", "H", "H", "H", "H", "H", "H", "H", "H", "H", "H", "H", "H", "H", "H", "H", "H", "H", "H", "H", "O", "H", "H"], "coordinates": [[0.959028, 0.033058, 0.164624], [-5.584520, -4.541244, 0.071250], [-4.472464, -5.053450, 0.733629], [-3.209596, -4.454369, 0.619552], [-3.000712, -3.322957, -0.170048], [-4.128178, -2.842581, -0.827546], [-5.371810, -3.414642, -0.696744], [-1.641948, -2.708984, -0.244202], [-1.208959, -2.251633, -1.511044], [-1.778391, -2.667713, -2.800013], [-1.074857, -2.033583, -3.764692], [-0.046764, -1.257251, -3.075426], [-0.207530, -1.368661, -1.765688], [1.001831, -0.580486, -3.800223], [2.238145, -0.236660, -3.292954], [3.394848, 0.157635, -4.087623], [4.505439, -0.045438, -3.330359], [4.023797, -0.475538, -2.007693], [4.918808, -0.883120, -0.979050], [6.385754, -0.820164, -1.333589], [7.030645, -1.938649, -1.842187], [8.343458, -1.879758, -2.312349], [9.024273, -0.680019, -2.340150], [8.401454, 0.450249, -1.798497], [7.112257, 0.370423, -1.307482], [4.504213, -1.439921, 0.224814], [3.241128, -1.525210, 0.698500], [3.307693, -2.196052, 1.871187], [2.211078, -2.530362, 2.674129], [2.416353, -3.024542, 4.076584], [1.915348, -4.247486, 4.492457], [2.035132, -4.701151, 5.797706], [2.690211, -3.924711, 6.745453], [3.254746, -2.715439, 6.315590], [3.121560, -2.265789, 5.009086], [0.855600, -2.527900, 2.207977], [-0.307261, -2.526080, 3.106478], [-1.384666, -2.656343, 2.323086], [-0.888302, -2.665148, 0.955333], [0.476492, -2.577073, 0.943933], [4.688573, -2.519581, 2.204654], [5.425426, -2.063207, 1.180690], [2.675855, -0.576236, -2.026330], [0.728563, -0.330914, -5.264955], [-0.254539, 0.611914, -5.651120], [-0.560309, 0.802292, -6.982533], [0.105762, 0.082449, -7.972682], [1.070821, -0.840128, -7.596820], [1.395005, -1.026842, -6.275646], [-6.576854, -5.005398, 0.131626], [-4.575612, -5.969072, 1.316390], [-2.350249, -4.919680, 1.079868], [-3.989772, -1.985018, -1.452868], [-6.219867, -2.981205, -1.235884], [-2.615561, -3.343133, -2.959325], [-1.203681, -2.080540, -4.855982], [3.372507, 0.518522, -5.101639], [5.519684, 0.159813, -3.594253], [6.474730, -2.868990, -1.919423], [8.823205, -2.762054, -2.718962], [10.034283, -0.666111, -2.714550], [8.934323, 1.397965, -1.814278], [6.632730, 1.258768, -0.963397], [1.412322, -4.842545, 3.725822], [1.693407, -5.677224, 6.092437], [2.820433, -4.229212, 7.784287], [3.752856, -2.077276, 7.030637], [3.465290, -1.287095, 4.692176], [-0.247437, -2.325784, 4.139814], [-2.435255, -2.682716, 2.589107], [5.062458, -3.021391, 3.101471], [6.496278, -2.056516, 1.113968], [-0.818658, 1.114452, -4.903818], [-1.324312, 1.502610, -7.264616], [-0.154383, 0.181058, -9.017356], [1.568227, -1.432536, -8.369455], [2.169161, -1.714282, -5.962166], [0.540226, 3.554750, -0.889399], [1.916633, 4.328510, -2.366999], [3.946492, 4.006952, -1.901836], [1.731286, 5.373217, -2.503606], [1.719499, 3.714762, -3.250703], [-4.719988, 4.538497, 5.116373], [-4.737836, 4.968485, 3.633061], [-4.229222, 6.410550, 3.526735], [-6.186643, 4.894274, 3.118178], [-3.803963, 4.050990, 2.846944], [-2.458656, 3.986069, 3.229181], [-1.569997, 3.309519, 2.437901], [0.270573, 3.281917, 3.036606], [-1.884775, 2.595153, 1.236758], [-0.968245, 1.940108, 0.604134], [-3.243191, 2.660521, 0.837977], [-4.140480, 3.377478, 1.670065], [-3.839189, 1.897016, -0.367874], [-4.596831, 0.688007, 0.158052], [-4.808466, 2.782414, -1.175314], [-2.797366, 1.381531, -1.372817], [-5.347725, 5.168712, 5.766633], [-3.716091, 4.494414, 5.540483], [-5.096711, 3.513566, 5.260544], [-4.847077, 7.044365, 4.133713], [-4.217363, 6.754192, 2.493157], [-3.207248, 6.508864, 3.884091], [-6.824129, 5.459847, 3.808326], [-6.548146, 3.863705, 3.038762], [-6.214537, 5.347256, 2.112222], [-2.090019, 4.399638, 4.149382], [-5.179058, 3.360453, 1.343470], [-5.402864, 1.011446, 0.843823], [-3.895659, 0.031030, 0.691102], [-5.039221, 0.082639, -0.631876], [-5.484064, 3.373632, -0.581292], [-5.407987, 2.190646, -1.873748], [-4.181055, 3.467584, -1.768365], [-2.138348, 0.614612, -0.933604], [-2.141160, 2.193425, -1.760823], [-3.302986, 0.922891, -2.207812], [3.513320, 1.410917, 1.605610], [3.154406, 2.117220, 1.029202], [3.415131, 0.551798, 1.124879]], "forces_ev_per_a": [[-0.01, 0.04, -0.03], [0.32, -0.23, 0.33], [0.22, -0.32, 0.12], [-0.46, -0.54, -0.07], [0.04, -0.38, 0.53], [0.47, 0.49, -0.12], [-0.98, 0.26, -0.63], [-0.29, 0.04, 0.11], [-0.24, 0.03, -0.99], [-0.50, -0.14, 0.38], [0.32, 0.24, -0.65], [-0.37, 0.12, -1.12], [0.64, -0.31, 1.08], [-0.80, 0.13, -0.01], [1.09, -0.72, 0.77], [0.57, 0.01, -0.06], [-1.17, 0.50, 0.17], [-0.36, -0.14, -0.70], [-0.28, 0.34, -0.54], [-0.32, -0.08, -0.02], [0.16, -0.44, -0.11], [-0.34, -0.14, -0.17], [-0.30, 0.18, 0.68], [0.59, -0.18, -0.47], [-0.02, -0.14, -0.14], [0.36, -0.42, 0.53], [0.07, 0.19, -0.35], [-0.50, -0.13, 0.90], [-0.14, -0.24, -0.10], [0.41, 0.50, -0.48], [-0.54, -0.60, -0.51], [0.40, 0.12, 0.28], [0.53, 0.63, -0.45], [-0.23, 0.02, 0.30], [-0.32, 0.02, 0.05], [0.19, 0.09, 1.14], [0.99, -0.06, -0.59], [-0.92, -0.06, -0.78], [0.18, 0.06, -0.79], [-0.55, 0.06, -0.54], [0.28, -0.17, 0.42], [0.17, 0.38, -0.04], [0.26, 0.34, 0.24], [-0.40, 0.59, 0.12], [0.71, -1.19, -0.05], [0.29, -0.14, -0.48], [-0.11, -0.20, 0.32], [0.13, -0.09, -0.99], [0.06, 0.09, 1.08], [0.49, 0.17, 0.07], [0.08, 0.20, -0.03], [-0.01, -0.01, 0.20], [-0.11, 0.45, -0.24], [0.31, -0.03, 0.12], [0.27, 0.07, 0.12], [0.04, -0.12, 0.69], [-0.02, -0.01, -0.15], [0.39, 0.00, -0.19], [0.06, 0.06, 0.11], [-0.10, -0.10, 0.03], [0.18, 0.25, -0.11], [-0.15, -0.05, 0.10], [-0.32, 0.48, 0.33], [0.06, 0.02, 0.38], [-0.35, -0.25, -0.10], [-0.15, -0.07, -0.29], [0.13, 0.03, 0.13], [0.21, -0.07, 0.17], [-0.09, -0.09, 1.02], [0.18, 0.11, 0.08], [-0.31, 0.16, -0.39], [0.27, -0.15, -0.17], [-0.25, 0.42, 0.63], [-0.26, 0.25, -0.04], [-0.04, 0.15, -0.05], [-0.07, 0.18, 0.24], [0.00, -0.17, -0.14], [0.39, -0.22, -0.19], [-0.63, -0.95, 0.07], [0.27, 0.03, 0.12], [0.07, 0.43, -0.24], [0.10, 0.47, 0.11], [-0.32, -0.48, 0.41], [-0.03, -0.77, 0.31], [0.22, -0.37, -0.18], [0.48, 0.33, -0.21], [0.21, 0.05, -0.48], [-0.16, -0.41, -0.49], [0.49, -0.10, 0.15], [-0.43, -0.14, -0.22], [0.72, -0.38, -0.19], [-0.15, 0.38, 0.29], [-0.85, 0.53, 0.68], [0.11, -0.29, -0.39], [0.15, 0.07, -0.24], [-0.13, -0.25, 0.81], [0.79, 0.21, -0.49], [1.00, 0.21, 0.36], [0.19, 0.13, -0.27], [0.05, 0.32, -0.10], [-0.05, 0.20, -0.37], [-0.45, 0.61, 0.26], [-0.19, 0.01, -0.08], [0.11, -0.15, 0.13], [-0.08, -0.06, -0.24], [0.06, 0.15, 0.14], [-0.25, -0.13, 0.35], [0.01, 0.35, 0.18], [0.13, 0.18, 0.21], [0.31, -0.27, -0.17], [-0.24, 0.12, 0.10], [-0.08, 0.10, -0.26], [-0.27, 0.19, 0.30], [0.13, -0.11, 0.04], [-0.37, 0.00, 0.10], [-0.29, 0.40, -0.18], [-0.45, -0.50, 0.29], [-0.38, -0.15, -0.47], [-0.37, -0.04, -0.66], [0.27, -0.70, 0.32], [0.17, 0.70, 0.34]], "mulliken_charge": [1.05, -0.44, -0.79, -0.56, 0.15, -0.14, -0.87, 2.13, -0.60, -1.47, -1.23, -0.19, 1.01, 1.44, 0.32, -1.33, -1.19, 0.30, 2.24, -1.48, 0.15, -0.77, -0.32, -0.68, -0.03, 0.26, -0.10, -0.25, 1.89, -0.36, 0.18, -0.83, -0.35, -0.78, -0.27, -0.01, -1.73, -0.84, -0.41, -0.48, -1.62, -1.35, -0.19, -0.87, -0.18, -0.73, -0.37, -0.76, -0.08, 0.37, 0.34, 0.50, 0.76, 0.33, 0.54, 0.36, 0.58, 0.44, 0.45, 0.33, 0.38, 0.35, 0.53, 0.46, 0.36, 0.36, 0.34, 0.52, 0.69, 0.59, 0.39, 0.47, 0.67, 0.41, 0.36, 0.34, 0.52, 0.08, -0.80, -0.02, 0.46, 0.21, -1.64, 2.18, -1.66, -1.97, -0.24, -0.30, -1.03, -0.27, 0.14, -0.09, -0.52, 0.31, 2.93, -1.69, -1.89, -1.97, 0.40, 0.27, 0.39, 0.46, 0.35, 0.34, 0.44, 0.38, 0.33, 0.36, 0.12, 0.38, 0.22, 0.44, 0.28, 0.43, 0.38, 0.04, 0.16, 0.64, -0.67, 0.24, 0.24], "e_tot_ev": -174654.167, "charge": -2, "spin_multiplicity": 1, "max_force_ev_per_a": 1.52}